Entry 1:
Molecular formula: C7H12
Method: DFT, wB97M-V/def2-TZVPD

Geometry as XYZ:
```
19
C7H12 | OMol25 | wB97M-V/def2-TZVPD
C -0.75 1.23 -1.55
C -1.53 0.24 0.71
C -0.48 -0.66 1.04
C 0.16 -1.55 -0.06
C 1.51 -0.86 0.14
C 1.44 0.62 0.02
C 1.00 0.07 1.25
H -1.67 1.78 -1.34
H -0.99 0.26 -1.98
H -0.17 1.79 -2.30
H -1.80 1.02 1.43
H -2.20 0.09 -0.12
H -0.61 -1.18 1.99
H -0.28 -1.45 -1.06
H 0.17 -2.61 0.21
H 2.44 -1.42 0.17
H 2.31 1.26 -0.04
H 0.20 1.07 -0.70
H 1.36 0.25 2.26
```

The calculation puts the total energy at -7446.8252 eV. As for the energy above the lowest of the compared OMol25 structures with the same formula, charge and spin: 152.3 kcal per mole. As for the HOMO energy (spin up / spin down): -7.298 / -7.401 eV. Its largest force on an atom is 1.63 eV/A. The frontier orbital gap (spin up / spin down) comes out at 0.293 / 0.272 Eh.


Entry 2:
Molecular formula: C19H18CoN6S2
Method: DFT, wB97M-V/def2-TZVPD

Geometry as XYZ:
```
46
C19H18CoN6S2 | OMol25 | wB97M-V/def2-TZVPD
Co -0.55 -0.47 0.62
N -2.80 2.66 -0.99
C -1.78 1.85 -0.58
S -1.66 1.44 1.10
N -0.95 1.42 -1.50
N 0.02 0.61 -0.92
C 1.19 0.75 -1.41
C 2.36 0.09 -0.81
C 3.50 -0.16 -1.57
C 4.58 -0.78 -0.96
C 4.49 -1.10 0.38
C 3.32 -0.79 1.07
N 2.28 -0.20 0.49
H -3.27 3.17 -0.27
H -2.68 3.12 -1.87
H 1.33 1.43 -2.25
H 3.52 0.12 -2.61
H 5.48 -1.00 -1.52
H 5.31 -1.58 0.90
H 3.21 -1.02 2.12
C -0.12 -2.11 -2.27
C 0.54 -2.71 -1.07
C 1.42 -3.81 -1.31
C 2.04 -4.42 -0.27
C 1.76 -4.01 1.05
C 2.33 -4.63 2.18
C 1.99 -4.19 3.44
C 1.07 -3.15 3.61
C 0.49 -2.51 2.53
S -0.68 -1.23 2.71
C 0.86 -2.93 1.22
N 0.32 -2.26 0.15
H -0.59 -2.91 -2.85
H 0.62 -1.64 -2.92
H -0.88 -1.38 -2.01
H 1.58 -4.12 -2.33
H 2.72 -5.25 -0.43
H 3.02 -5.45 2.04
H 2.42 -4.67 4.31
H 0.79 -2.83 4.60
C -5.04 -1.66 -0.13
C -3.61 -1.39 -0.21
N -2.49 -1.18 -0.25
H -5.21 -2.49 0.56
H -5.42 -1.92 -1.11
H -5.55 -0.78 0.25
```

The calculation puts the total energy at -88234.7913 eV. As for the energy above the lowest of the compared OMol25 structures with the same formula, charge and spin: 8.0 kcal per mole. As for the HOMO energy (spin up / spin down): -6.731 / -6.690 eV. Its largest force on an atom is 0.32 eV/A. The frontier orbital gap (spin up / spin down) comes out at 0.254 / 0.253 Eh. As for the spin multiplicity: 2.


Entry 3:
Molecular formula: C3H4HgLiO3
Method: DFT, wB97M-V/def2-TZVPD

Geometry as XYZ:
```
12
C3H4HgLiO3 | OMol25 | wB97M-V/def2-TZVPD
C -1.39 0.19 -1.10
C -1.31 -1.12 -0.68
H -1.73 -0.70 -2.06
H -2.34 0.45 -0.57
H -1.82 -1.36 0.26
O 0.96 0.69 1.37
C 2.04 0.23 0.91
O 2.16 -0.55 -0.04
O 3.15 0.69 1.40
Hg 0.22 2.03 2.35
Li 0.85 -1.66 -0.82
H -0.79 1.11 -1.02
```

The calculation puts the total energy at -13670.6270 eV. As for the energy above the lowest of the compared OMol25 structures with the same formula, charge and spin: 237.4 kcal per mole. As for the HOMO energy (spin up / spin down): -16.228 / -16.192 eV. Its largest force on an atom is 5.58 eV/A. The frontier orbital gap (spin up / spin down) comes out at 0.115 / 0.114 Eh. As for the spin multiplicity: 2. The total charge is +2.


Entry 4:
Molecular formula: C21H44AlB2CaCl5F6IKN3O8
Method: DFT, wB97M-V/def2-TZVPD

Geometry as XYZ:
```
93
C21H44AlB2CaCl5F6IKN3O8 | OMol25 | wB97M-V/def2-TZVPD
C -1.01 3.57 4.57
C 0.27 3.93 3.85
O 0.38 3.58 2.53
C 0.31 2.20 2.24
C 1.11 1.33 3.23
N 0.76 -0.13 3.06
C 0.26 -0.45 1.68
C 0.04 -2.01 1.47
C -0.52 -2.75 2.70
N -0.04 -4.15 2.58
C -0.97 0.46 1.29
C -2.32 -0.30 1.27
I -3.96 1.04 1.72
C -2.67 -0.93 -0.10
C -3.26 -2.32 0.14
N -1.04 1.66 2.12
H -1.84 3.60 3.87
H -1.16 4.21 5.43
H -0.96 2.56 4.99
H 0.42 5.00 3.91
H 1.24 3.43 4.50
H 0.74 2.08 1.25
H 2.17 1.43 3.03
H 0.98 1.55 4.28
H 1.51 -0.73 3.39
H -0.03 -0.31 3.69
H 1.08 -0.16 0.99
H -0.56 -2.23 0.60
H 1.01 -2.48 1.29
H -0.17 -2.37 3.65
H -1.60 -2.79 2.68
H -0.82 -4.79 2.70
H 0.60 -4.35 3.33
H -0.78 0.81 0.28
H -2.38 -1.04 2.06
H -1.76 -0.99 -0.70
H -3.39 -0.32 -0.62
H -4.15 -2.20 0.76
H -3.55 -2.80 -0.78
H -2.56 -2.94 0.70
H -1.29 1.37 3.06
C -4.15 1.17 -4.85
C -3.11 1.27 -3.75
O -3.05 0.06 -2.97
H -5.13 0.97 -4.43
H -4.20 2.10 -5.42
H -3.90 0.36 -5.53
H -3.36 2.07 -3.05
H -2.13 1.47 -4.18
H -2.81 -0.64 -3.59
Cl 2.68 3.45 5.29
K 2.42 -1.11 0.84
B 7.06 -2.11 1.37
F 7.07 -3.40 1.72
F 7.76 -1.81 0.26
F 5.73 -1.65 1.25
F 7.80 -1.35 2.52
C 0.21 0.62 8.71
C 0.41 0.11 7.31
O 0.37 1.18 6.34
H -0.75 1.14 8.80
H 0.22 -0.20 9.43
H 0.99 1.33 8.98
H -0.38 -0.59 7.03
H 1.37 -0.41 7.22
H 1.08 1.80 6.57
Ca 8.21 0.32 3.34
C 0.30 3.15 -3.01
C 1.72 2.56 -3.06
C 1.90 1.99 -4.47
O 1.84 1.51 -2.18
H -0.45 2.39 -3.23
H 0.10 3.57 -2.02
H 0.20 3.95 -3.75
H 2.42 3.40 -2.92
H 1.17 1.22 -4.68
H 2.89 1.55 -4.52
H 1.82 2.75 -5.25
B 0.60 -1.48 -8.55
O -0.85 -1.16 -8.86
C -1.38 -0.48 -7.91
O -2.49 -0.06 -7.82
C -0.25 -0.28 -6.78
O -0.41 0.30 -5.73
O 0.82 -0.84 -7.17
F 1.43 -0.93 -9.46
F 0.78 -2.83 -8.43
Al 3.85 0.44 -3.21
C -1.30 -5.44 -5.80
Cl -2.98 -5.67 -6.24
Cl -1.22 -4.57 -4.24
Cl -0.51 -7.01 -5.62
Cl -0.47 -4.49 -7.02
```

The calculation puts the total energy at -173046.6159 eV. As for the HOMO energy: -13.827 eV. Its largest force on an atom is 7.26 eV/A. The frontier orbital gap comes out at 0.049 Eh. The total charge is +3.


Entry 5:
Molecular formula: C3H4N2O
Method: DFT, wB97M-V/def2-TZVPD

Geometry as XYZ:
```
10
C3H4N2O | OMol25 | wB97M-V/def2-TZVPD
N -1.99 -0.29 -0.09
C -0.67 -0.59 -0.01
N 0.14 -1.49 0.08
O 1.34 -1.68 0.16
H -2.37 0.21 0.70
H -2.29 0.11 -0.98
C 1.94 0.56 0.09
C 0.85 1.11 -0.01
H 2.93 0.17 0.17
H 0.13 1.90 -0.10
```

The calculation puts the total energy at -8197.6392 eV. As for the energy above the lowest of the compared OMol25 structures with the same formula, charge and spin: 144.0 kcal per mole. As for the HOMO energy (spin up / spin down): -8.941 / -8.941 eV. Its largest force on an atom is 0.78 eV/A. The frontier orbital gap (spin up / spin down) comes out at 0.347 / 0.347 Eh. Its SMILES is NC#[N+][O-].C#C.


Entry 6:
Molecular formula: C2HFNO4
Method: DFT, wB97M-V/def2-TZVPD

Geometry as XYZ:
```
9
C2HFNO4 | OMol25 | wB97M-V/def2-TZVPD
C -1.43 -1.35 -1.31
C -1.42 0.28 -0.62
N -0.53 1.23 -1.17
O -2.35 -1.19 -2.09
O -0.68 -2.21 -0.94
O 0.69 1.08 -1.15
O -0.96 2.30 -1.58
F -2.64 0.76 -0.52
H -0.80 0.02 1.39
```

The calculation puts the total energy at -14482.6371 eV. As for the energy above the lowest of the compared OMol25 structures with the same formula, charge and spin: 77.3 kcal per mole. As for the HOMO energy (spin up / spin down): -5.231 / -4.876 eV. Its largest force on an atom is 3.61 eV/A. The frontier orbital gap (spin up / spin down) comes out at 0.286 / 0.274 Eh. The total charge is -1.